# 1
16
Properties=species:S:1:pos:R:3:forces:R:3 method="wB97M-V/def2-TZVPD" e_tot_ev=-8762.7718 molar_mass_g_mol=99.14 orbital_gap_ev=10.27 e_above_lowest_kj_mol=169.2 lumo_energy_ha=0.0244 smiles="CC(C)=NC#N.N"
C -0.449 -0.505 1.185 0.69 -0.03 0.23
C 0.891 -0.192 0.688 -0.30 0.47 1.08
C 1.958 -1.194 0.683 -0.25 -2.79 -0.81
N 1.172 0.868 0.101 1.92 1.82 -1.31
C 0.585 1.988 -0.234 0.07 -2.67 1.25
N 0.109 2.949 -0.605 -1.10 2.57 -0.92
H -1.089 0.309 1.332 -0.64 1.41 0.29
H -0.792 -0.996 0.339 -1.35 -1.26 -1.79
H -0.519 -1.196 1.973 0.24 -0.81 1.20
H 2.717 -1.148 1.460 -0.27 0.20 0.30
H 1.466 -2.225 0.684 0.85 1.13 0.24
H 2.469 -1.097 -0.278 0.11 -0.04 0.21
N -1.964 0.395 -1.770 3.45 2.61 -2.52
H -1.720 1.395 -1.539 0.06 -1.35 -0.45
H -2.116 0.403 -2.815 -0.40 -0.29 1.90
H -2.716 0.247 -1.206 -3.07 -0.97 1.11


# 2
10
Properties=species:S:1:pos:R:3:forces:R:3 method="wB97M-V/def2-TZVPD" e_tot_ev=-3676.0325 molar_mass_g_mol=45.09 orbital_gap_ev=10.79 e_above_lowest_kj_mol=139.9 lumo_energy_ha=0.0419 smiles="C=N.C"
C 1.886 0.378 0.371 -0.47 -0.82 0.98
N 0.847 0.158 -0.315 1.48 0.54 -1.97
H 2.719 -0.322 0.292 -0.17 -0.35 0.32
H 1.952 1.063 1.224 0.24 0.84 -0.67
H 0.308 0.994 -0.537 -0.70 -0.12 1.36
C -2.172 -0.484 -0.102 -0.30 -0.08 -0.26
H -2.568 0.120 0.712 -0.37 -0.13 -0.08
H -1.488 0.137 -0.661 0.29 -0.24 0.04
H -2.917 -0.815 -0.826 -0.38 0.18 0.32
H -1.716 -1.383 0.303 0.38 0.17 -0.03


# 3
47
Properties=species:S:1:pos:R:3:forces:R:3 method="wB97M-V/def2-TZVPD" e_tot_ev=-34386.4132 molar_mass_g_mol=368.38 orbital_gap_ev=8.48 e_above_lowest_kj_mol=91.2 lumo_energy_ha=-0.0023 smiles="CCOCCOC(=O)COc1ccc2c(-c3ccccc3)cc(=O)oc2c1"
C 2.772 -0.757 -4.239 -0.08 0.09 0.44
C 2.228 -0.417 -2.862 -0.06 0.00 -0.18
O 3.279 -0.527 -1.923 0.23 -0.08 -0.04
C 2.876 -0.224 -0.616 -0.16 0.09 0.34
C 4.058 -0.476 0.322 -0.04 -0.32 -0.63
O 3.755 -0.029 1.643 0.05 0.33 0.14
C 2.960 -0.816 2.375 -0.11 -0.11 0.21
O 2.540 -1.881 2.025 0.05 -0.04 0.03
C 2.635 -0.160 3.719 0.12 0.06 -0.13
O 1.326 -0.471 4.132 -0.12 -0.09 0.05
C 0.311 -0.242 3.258 -0.48 0.07 -0.22
C 0.430 0.536 2.100 0.27 0.02 0.20
C -0.634 0.661 1.240 -0.22 -0.15 0.15
C -1.857 0.037 1.501 0.13 -0.14 0.35
C -2.996 0.083 0.619 -0.64 -0.33 0.29
C -2.878 0.672 -0.725 -0.05 0.12 -0.22
C -1.870 0.252 -1.590 -0.06 -0.02 0.02
C -1.775 0.785 -2.863 0.05 -0.02 -0.03
C -2.680 1.746 -3.284 -0.02 0.04 -0.05
C -3.689 2.163 -2.431 -0.03 0.04 -0.10
C -3.793 1.625 -1.161 0.07 -0.05 0.09
C -4.165 -0.455 1.042 0.42 0.28 -0.32
C -4.302 -1.115 2.324 -0.63 -0.15 0.14
O -5.321 -1.594 2.756 0.41 0.15 -0.11
O -3.166 -1.218 3.090 -0.06 -0.19 0.24
C -1.997 -0.661 2.715 0.80 0.42 -0.34
C -0.915 -0.811 3.573 -0.04 0.00 0.01
H 3.572 -0.070 -4.500 0.07 0.07 -0.08
H 1.981 -0.686 -4.980 -0.06 0.00 -0.11
H 3.172 -1.767 -4.237 0.02 -0.12 -0.05
H 1.413 -1.107 -2.589 0.05 0.08 0.01
H 1.823 0.608 -2.849 0.01 -0.10 0.03
H 2.025 -0.854 -0.313 0.10 0.11 -0.02
H 2.566 0.832 -0.542 0.03 -0.10 0.03
H 4.297 -1.542 0.333 0.03 0.15 0.01
H 4.925 0.100 -0.001 -0.07 -0.06 0.06
H 2.807 0.921 3.657 -0.05 -0.16 0.01
H 3.289 -0.582 4.487 -0.03 0.10 -0.15
H 1.350 1.048 1.868 0.11 0.06 -0.02
H -0.531 1.261 0.348 0.04 0.03 -0.05
H -1.176 -0.512 -1.269 0.08 -0.05 0.03
H -0.994 0.447 -3.528 0.05 -0.04 -0.06
H -2.602 2.164 -4.276 0.00 0.04 -0.08
H -4.398 2.909 -2.757 -0.05 0.06 -0.02
H -4.575 1.954 -0.492 -0.07 0.03 0.07
H -5.048 -0.452 0.422 -0.05 -0.04 -0.04
H -1.027 -1.379 4.481 -0.02 -0.10 0.13


# 4
33
Properties=species:S:1:pos:R:3:forces:R:3 method="wB97M-V/def2-TZVPD" e_tot_ev=-67678.4503 molar_mass_g_mol=467.58 orbital_gap_ev="7.71 / 6.13" s2=6.021 spin_multiplicity=5 lumo_energy_ha="-0.0111 / -0.0853"
Ru 0.845 -1.558 -0.165 0.06 -0.05 0.03
O 2.231 -1.486 -1.528 -0.04 -0.03 0.00
C 2.613 -0.442 -2.247 -0.02 0.08 -0.07
C 3.608 -0.668 -3.212 0.01 -0.03 0.02
C 4.083 0.352 -4.003 -0.01 0.02 0.01
C 3.580 1.650 -3.872 0.01 0.00 -0.02
C 2.599 1.888 -2.942 -0.02 0.01 0.02
C 2.091 0.868 -2.118 0.05 -0.01 0.00
C 1.044 1.237 -1.200 -0.03 -0.02 -0.01
N 0.452 0.424 -0.402 0.09 0.00 -0.02
N -0.553 0.931 0.411 -0.09 0.06 0.06
C -0.925 0.028 1.263 0.07 -0.08 -0.06
O -0.380 -1.171 1.334 -0.09 0.08 0.06
C -2.011 0.322 2.221 0.00 0.02 0.02
C -2.651 1.559 2.211 -0.01 0.01 0.01
C -3.674 1.815 3.107 0.01 -0.01 0.00
C -4.064 0.839 4.016 0.00 -0.01 0.00
C -3.428 -0.394 4.027 0.00 0.00 0.00
C -2.402 -0.654 3.132 0.00 0.00 -0.01
H 3.991 -1.676 -3.302 0.00 0.00 0.00
H 4.855 0.143 -4.732 0.00 0.00 0.00
H 3.955 2.451 -4.494 0.00 0.00 0.00
H 2.192 2.887 -2.828 0.00 0.00 0.00
H 0.708 2.271 -1.185 -0.02 0.00 0.00
H -2.338 2.308 1.497 0.00 0.00 0.00
H -4.171 2.776 3.097 0.00 0.00 0.00
H -4.866 1.041 4.715 0.00 0.00 0.00
H -3.732 -1.155 4.734 0.00 0.00 0.00
H -1.899 -1.611 3.128 0.00 0.00 0.00
S -1.122 -2.555 -1.569 0.01 -0.07 -0.01
S -1.575 -4.256 -0.702 0.03 0.06 -0.01
S -0.435 -4.517 0.993 0.08 0.05 -0.02
S 1.378 -3.647 0.619 -0.10 -0.08 0.03


# 5
13
Properties=species:S:1:pos:R:3:forces:R:3 method="wB97M-V/def2-TZVPD" e_tot_ev=-7796.4247 molar_mass_g_mol=85.11 orbital_gap_ev=10.69 e_above_lowest_kj_mol=310.7 lumo_energy_ha=0.0382 smiles="O=CCN1CC1"
O 1.475 2.555 -0.445 -0.34 -2.28 0.64
C 1.279 1.388 -0.101 -0.66 2.29 -1.16
C 0.238 0.489 -0.825 1.72 4.30 0.06
N 0.126 -0.764 -0.272 0.01 -0.72 -2.56
C -0.288 -0.833 1.021 0.23 -1.66 3.55
C -1.253 -1.189 -0.044 1.58 -2.73 -0.14
H 1.828 0.967 0.726 0.52 -0.43 0.62
H 0.759 0.492 -1.766 -0.53 -0.34 -1.10
H -0.657 1.176 -0.858 0.40 -0.92 -0.18
H 0.241 -1.630 1.602 -0.77 0.79 -0.20
H -0.420 0.100 1.552 -0.34 0.09 0.24
H -1.283 -2.238 -0.418 -0.94 0.89 0.84
H -2.046 -0.514 -0.171 -0.89 0.72 -0.61


# 6
48
Properties=species:S:1:pos:R:3:forces:R:3 method="wB97M-V/def2-TZVPD" e_tot_ev=-68929.0371 molar_mass_g_mol=443.28 orbital_gap_ev=9.70 lumo_energy_ha=0.0121 smiles="O=S1(=O)OCCO1.O=S1(=O)OCCO1.O=S1(=O)OCCO1.BNCCC"
O 1.217 2.372 1.389 -0.10 0.06 0.05
S 0.521 1.210 1.816 0.01 0.07 -0.12
O -0.742 0.898 1.235 0.02 0.03 0.01
O 0.403 1.246 3.399 0.07 0.02 0.11
C 0.935 0.033 3.971 -0.08 -0.15 -0.01
C 2.017 -0.381 2.992 0.16 0.03 0.08
O 1.439 -0.069 1.709 -0.03 -0.15 0.00
H 0.135 -0.705 4.030 0.01 -0.01 -0.01
H 1.312 0.256 4.964 0.00 0.11 -0.03
H 2.248 -1.441 3.012 -0.06 -0.01 -0.13
H 2.928 0.204 3.118 -0.01 0.02 0.00
O 2.866 -5.306 1.695 -0.04 0.00 0.00
S 2.408 -4.359 0.744 0.03 0.12 -0.02
O 2.539 -2.968 0.996 0.02 0.03 0.18
O 0.900 -4.709 0.373 -0.07 -0.13 -0.02
C 0.748 -4.863 -1.050 0.00 0.11 -0.09
C 2.099 -5.391 -1.496 -0.05 -0.11 0.01
O 3.026 -4.646 -0.690 0.06 -0.02 -0.08
H 0.526 -3.891 -1.490 0.02 0.00 -0.01
H -0.069 -5.555 -1.232 0.00 -0.02 0.09
H 2.319 -5.190 -2.540 0.04 0.08 0.03
H 2.213 -6.454 -1.283 -0.01 0.00 0.00
O -5.638 5.062 2.121 0.02 -0.02 0.00
S -4.994 4.763 0.892 -0.13 0.05 -0.01
O -5.674 4.956 -0.338 0.03 0.00 0.00
O -4.413 3.284 0.987 0.04 -0.08 0.07
C -2.999 3.267 0.719 0.11 0.04 -0.11
C -2.530 4.625 1.203 0.04 -0.06 0.13
O -3.590 5.509 0.799 0.09 0.04 -0.07
H -2.844 3.145 -0.354 0.00 0.01 0.00
H -2.545 2.441 1.255 -0.11 -0.04 0.02
H -1.607 4.956 0.735 -0.05 0.05 -0.06
H -2.431 4.658 2.289 -0.01 -0.01 0.00
B 2.348 -0.897 -2.436 0.15 0.02 0.36
N 2.145 0.510 -2.535 -0.44 -0.72 -0.95
C 0.925 1.081 -1.936 0.51 0.26 0.47
C -0.326 0.891 -2.812 -0.06 -0.10 0.04
C -1.284 -0.160 -2.252 -0.05 -0.04 0.06
H 2.195 -1.620 -3.388 0.58 0.12 -0.13
H 2.661 -1.368 -1.381 -0.53 -0.07 0.11
H 2.202 0.788 -3.510 -0.25 0.22 0.06
H 0.765 0.557 -0.992 0.04 0.16 0.07
H 1.103 2.134 -1.709 -0.09 -0.01 0.01
H -0.849 1.845 -2.914 0.00 -0.03 -0.07
H -0.015 0.584 -3.814 0.04 0.14 0.01
H -1.914 0.253 -1.462 0.08 -0.01 0.04
H -1.945 -0.562 -3.022 0.01 0.03 0.01
H -0.731 -0.994 -1.808 -0.01 -0.02 -0.10


# 7
9
Properties=species:S:1:pos:R:3:forces:R:3 method="wB97M-V/def2-TZVPD" e_tot_ev=-28803.5155 molar_mass_g_mol=134.19 orbital_gap_ev=9.38 e_above_lowest_kj_mol=10.5 lumo_energy_ha=-0.0006 smiles="O=C1NSC=NS1"
O -2.526 -0.773 -0.101 1.19 0.03 -0.33
C -1.375 -0.403 -0.206 -0.46 -0.06 0.88
N -0.252 -1.174 0.110 -0.73 2.07 -0.98
S 1.294 -0.789 -0.504 0.08 -0.16 0.02
C 1.466 0.885 0.069 -0.83 0.12 0.45
N 0.504 1.712 0.109 -0.25 -0.14 -0.22
S -1.091 1.381 -0.439 1.03 -0.74 0.14
H -0.451 -2.063 0.502 0.13 -0.83 0.37
H 2.432 1.225 0.461 -0.15 -0.29 -0.34


# 8
11
Properties=species:S:1:pos:R:3:forces:R:3 method="wB97M-V/def2-TZVPD" e_tot_ev=-10789.0669 molar_mass_g_mol=95.05 orbital_gap_ev="9.42 / 8.53" e_above_lowest_kj_mol=759.6 lumo_energy_ha="-0.0149 / -0.0230"
C -0.310 -0.208 -0.175 1.62 1.09 1.24
N 1.240 0.169 -1.461 0.24 -0.04 -0.81
O -1.357 -0.380 1.730 -2.42 0.53 1.26
O 0.364 0.393 0.708 -0.53 -0.52 -1.37
O -2.351 0.529 2.012 1.11 -0.81 -0.21
O 2.223 -0.750 -1.290 0.04 -0.05 0.18
H -2.852 0.622 1.183 0.07 -0.15 0.04
H 2.857 -0.458 -0.612 -0.18 0.06 -0.15
H 1.578 1.074 -1.112 -0.10 -0.14 0.15
H -1.117 0.308 -0.713 0.08 -0.05 -0.13
H -0.274 -1.299 -0.269 0.07 0.07 -0.20


# 9
24
Properties=species:S:1:pos:R:3:forces:R:3 method="wB97M-V/def2-TZVPD" e_tot_ev=-18807.4819 molar_mass_g_mol=134.27 total_charge=-1 orbital_gap_ev=6.59 e_above_lowest_kj_mol=51.5 lumo_energy_ha=0.1465
C 3.107 1.502 0.367 -0.66 -0.55 0.14
C 1.761 1.852 -0.285 -0.35 0.02 -2.00
C 0.602 1.993 0.692 -0.24 -0.83 0.30
S 0.378 0.402 1.646 -0.08 0.97 0.10
H 3.256 2.156 1.254 0.21 -0.43 -0.55
H 3.949 1.507 -0.327 0.01 0.51 -0.03
H 3.037 0.451 0.698 -0.03 0.56 0.28
H 1.809 2.769 -0.935 0.31 -0.24 0.73
H 1.455 1.087 -1.078 0.52 0.48 1.17
H -0.323 2.272 0.101 0.84 -0.15 0.81
H 0.848 2.740 1.464 -0.28 0.18 -0.51
C -1.033 -2.041 0.130 -1.07 -0.56 0.11
C -1.658 -0.936 -0.723 0.36 0.67 0.61
C -3.188 -0.812 -0.635 0.75 -0.79 0.76
N 0.373 -2.203 -0.160 0.61 -0.18 -0.30
H -1.551 -2.966 -0.116 -0.10 -0.45 -0.22
H -1.257 -1.889 1.195 0.11 0.38 -0.05
H -1.344 -1.146 -1.749 0.06 0.32 -0.08
H -1.220 0.013 -0.321 -0.13 -0.65 -0.73
H -3.437 -0.591 0.419 -0.15 0.15 -0.51
H -3.639 -1.792 -0.866 -0.16 0.40 -0.16
H -3.540 -0.026 -1.307 -0.20 -0.14 0.15
H 0.793 -2.990 0.342 -0.40 0.38 -0.10
H 0.822 -1.353 0.193 0.07 -0.05 0.08


# 10
11
Properties=species:S:1:pos:R:3:forces:R:3 method="wB97M-V/def2-TZVPD" e_tot_ev=-20512.4267 molar_mass_g_mol=129.14 orbital_gap_ev=8.72 e_above_lowest_kj_mol=91.9 lumo_energy_ha=-0.0161 smiles="O=c1[nH]cnc(=S)[nH]1"
O 0.010 -0.952 -2.326 -0.28 2.35 3.43
C -0.048 -0.380 -1.210 -0.77 -3.86 -0.51
N -0.834 -0.934 -0.093 0.09 -3.22 -1.30
C -0.612 -0.581 1.232 -3.51 -2.52 -0.94
N 0.028 0.416 1.587 2.07 2.86 0.06
C 0.643 1.181 0.544 -0.39 -0.17 0.81
S 1.321 2.637 0.704 0.22 0.45 0.78
N 0.653 0.668 -0.738 0.89 0.16 -2.17
H -1.100 -2.002 -0.198 0.56 3.20 -0.20
H -1.330 -1.189 1.937 1.95 1.09 -0.99
H 1.270 1.135 -1.439 -0.84 -0.34 1.03


# 11
35
Properties=species:S:1:pos:R:3:forces:R:3 method="wB97M-V/def2-TZVPD" e_tot_ev=-41621.2444 molar_mass_g_mol=400.10 total_charge=-1 orbital_gap_ev="3.98 / 4.52" lumo_energy_ha="0.1103 / 0.1107"
La -1.615 -3.117 0.056 0.38 -1.91 -0.67
Cl -2.389 -2.132 -2.178 -0.45 0.71 -1.54
Cl -3.525 -2.728 1.653 -1.54 0.20 1.22
C -1.870 2.124 -0.050 -1.59 -2.56 1.24
H -2.303 2.127 0.960 0.25 0.00 -0.48
H -1.970 1.189 -0.612 0.01 0.26 0.28
C 1.843 -0.317 -2.328 -0.43 -0.02 -0.20
C -1.306 3.160 -0.552 1.87 2.94 -1.25
H 1.968 -0.977 -1.475 -0.14 -0.62 -0.55
C -0.638 3.292 -1.916 -0.34 -0.14 -0.11
H -1.191 4.088 0.038 -0.23 -0.52 -0.13
C -0.891 2.167 -2.946 0.43 0.19 -0.16
H -0.971 4.235 -2.383 0.17 -0.15 0.38
H 0.449 3.397 -1.761 -0.29 0.04 0.06
C 0.414 1.451 -3.417 -0.50 -0.11 -0.82
H -1.604 1.431 -2.566 0.15 0.01 -0.05
H -1.375 2.614 -3.825 0.12 -0.11 0.19
C 0.641 0.168 -2.670 0.15 -0.17 0.20
H 0.284 1.244 -4.493 0.16 0.04 0.18
H 1.280 2.121 -3.299 -0.27 -0.23 -0.15
H -0.294 -0.363 -2.434 0.49 0.35 0.73
H 2.731 -0.095 -2.926 -0.01 0.71 0.69
N 1.911 -2.093 4.812 1.10 0.01 2.09
C 1.313 -1.960 3.601 0.12 -1.23 -1.64
C 0.400 -0.900 3.371 -0.97 0.83 -0.61
C -0.306 -0.864 2.199 0.59 -0.75 0.32
N -0.190 -1.881 1.268 0.57 1.85 0.33
C 0.828 -2.817 1.410 0.45 -0.27 -0.17
C 1.578 -2.879 2.567 -0.29 0.37 0.65
H 1.700 -1.468 5.578 0.06 -0.27 -0.40
H 2.540 -2.859 5.010 -0.34 0.32 -0.14
H 0.240 -0.137 4.137 0.09 -0.14 -0.27
H -1.019 -0.086 1.928 0.17 -0.11 0.30
H 1.001 -3.477 0.538 0.21 0.26 0.56
H 2.333 -3.656 2.705 -0.15 0.20 -0.08


# 12
11
Properties=species:S:1:pos:R:3:forces:R:3 method="wB97M-V/def2-TZVPD" e_tot_ev=-7764.1164 molar_mass_g_mol=83.09 orbital_gap_ev=11.12 e_above_lowest_kj_mol=232.5 lumo_energy_ha=-0.0043
C -1.492 0.194 -0.089 -0.07 0.02 0.03
C -0.046 -0.093 -0.480 0.05 -0.04 -0.02
C 0.931 0.110 0.637 -0.68 0.34 0.57
O 0.804 0.546 1.717 0.11 -0.30 -0.57
C 2.647 0.063 -0.023 0.06 -0.81 0.14
N 2.371 -1.027 0.360 0.23 0.81 -0.24
H -1.831 -0.473 0.707 0.09 0.09 -0.08
H -2.137 0.035 -0.957 0.11 0.03 0.11
H -1.630 1.224 0.250 0.09 -0.13 -0.03
H 0.290 0.545 -1.306 0.01 -0.09 0.09
H 0.093 -1.124 -0.817 0.00 0.09 -0.01